{"formula": "C44H28Cl4LiN2OPS2", "method": "wB97M-V/def2-TZVPD", "molar_mass_da": 844.582, "homo_lumo_gap_ev": 6.4594, "e_lumo_ha": -0.025, "symbols": ["Li", "S", "C", "C", "C", "C", "C", "C", "N", "C", "C", "C", "C", "C", "C", "C", "C", "N", "C", "C", "C", "C", "C", "S", "C", "H", "H", "H", "H", "H", "H", "H", "H", "H", "H", "H", "H", "Cl", "C", "C", "C", "C", "C", "C", "P", "C", "C", "C", "C", "C", "C", "C", "C", "C", "C", "C", "C", "H", "H", "H", "H", "H", "H", "H", "H", "H", "H", "H", "H", "H", "H", "Cl", "C", "C", "C", "Cl", "C", "O", "C", "Cl", "C", "H", "H"], "coordinates": [[-0.90287, -1.14204, 0.01876], [-4.60431, 2.63343, 2.62653], [-5.14029, 4.17008, 3.13989], [-4.98369, 5.10968, 2.16739], [-4.41505, 4.57183, 0.98474], [-4.15479, 3.23242, 1.07692], [-3.51960, 2.37790, 0.06945], [-2.84208, 1.19969, 0.44854], [-2.16446, 0.44520, -0.38317], [-2.07869, 0.82925, -1.67420], [-2.77440, 1.93441, -2.17747], [-2.67487, 2.24883, -3.57596], [-1.89320, 1.51815, -4.39860], [-1.11832, 0.41662, -3.89791], [-0.26883, -0.35783, -4.70486], [0.46582, -1.38412, -4.15415], [0.34795, -1.58398, -2.76027], [-0.45178, -0.88990, -1.98903], [-1.20107, 0.08564, -2.54208], [1.34359, -2.26282, -4.93109], [1.79688, -3.50560, -4.58282], [2.61512, -4.09532, -5.58055], [2.77211, -3.29192, -6.66674], [1.93383, -1.81361, -6.48685], [-3.51514, 2.70331, -1.26895], [-5.54908, 4.29936, 4.12857], [-5.25894, 6.14676, 2.29018], [-4.17897, 5.16136, 0.10994], [-2.84718, 0.88277, 1.48727], [-3.23752, 3.09244, -3.95631], [-1.82284, 1.76233, -5.45142], [-0.21380, -0.14303, -5.76640], [0.94496, -2.34393, -2.26829], [1.53382, -4.00914, -3.66249], [3.05541, -5.07715, -5.49002], [3.33840, -3.48737, -7.56246], [-4.05978, 3.56923, -1.62669], [0.06564, 3.05520, -0.03010], [-0.30289, 3.09870, 1.67405], [-0.90740, 4.24581, 2.16404], [-1.23617, 4.32349, 3.50722], [-0.94176, 3.26018, 4.34709], [-0.32620, 2.12497, 3.84353], [0.00695, 2.00992, 2.49071], [0.58070, 0.41669, 1.78448], [2.19613, 0.81205, 1.03506], [2.94672, 1.94534, 1.33811], [4.17022, 2.15945, 0.72150], [4.65588, 1.23908, -0.19839], [3.91443, 0.10678, -0.50295], [2.68540, -0.10204, 0.10567], [1.05948, -0.52033, 3.27412], [0.24579, -1.58496, 3.65204], [0.55107, -2.33690, 4.77830], [1.68041, -2.03874, 5.52490], [2.50714, -0.98876, 5.14531], [2.19825, -0.23383, 4.02491], [-1.12156, 5.06136, 1.48723], [-1.72154, 5.21177, 3.88965], [-1.18973, 3.31157, 5.39928], [-0.10571, 1.30097, 4.50921], [2.56840, 2.67179, 2.04884], [4.74547, 3.04529, 0.95937], [5.61145, 1.40689, -0.67862], [4.29156, -0.61670, -1.21487], [2.10557, -0.98999, -0.11907], [-0.60558, -1.85054, 3.03870], [-0.08274, -3.16808, 5.05893], [1.92682, -2.63293, 6.39573], [3.39684, -0.76240, 5.71906], [2.85176, 0.57725, 3.72770], [1.38994, -7.08995, -2.74396], [0.94938, -5.78988, -1.66664], [-0.33109, -5.26644, -1.71205], [-0.64857, -4.21277, -0.87768], [-2.25993, -3.54391, -0.93361], [0.26390, -3.60261, 0.02308], [-0.01694, -2.57317, 0.72699], [1.54090, -4.23006, 0.04219], [2.71471, -3.60198, 1.15862], [1.88765, -5.28189, -0.78219], [-1.07013, -5.66772, -2.39128], [2.88302, -5.70086, -0.73357]]}

{"formula": "C47H30Cl4N8SW", "method": "wB97M-V/def2-TZVPD", "charge": 4, "relative_energy_kcal_mol": 0.0, "molar_mass_da": 1064.532, "homo_lumo_gap_ev": 4.8369, "e_lumo_ha": -0.458, "symbols": ["W", "Cl", "C", "C", "C", "C", "C", "C", "C", "C", "C", "C", "C", "C", "C", "C", "C", "C", "Cl", "C", "C", "C", "N", "C", "C", "C", "C", "C", "C", "Cl", "C", "C", "C", "C", "C", "C", "N", "C", "C", "C", "C", "C", "N", "C", "C", "C", "C", "Cl", "C", "C", "C", "C", "N", "H", "H", "H", "H", "H", "H", "H", "H", "H", "H", "H", "H", "H", "H", "H", "H", "H", "H", "H", "H", "H", "H", "H", "H", "C", "C", "N", "N", "C", "S", "N", "N", "H", "H", "H", "H", "H", "H"], "coordinates": [[0.15377, -0.37573, -0.53646], [0.44132, -7.04740, 6.40602], [0.28199, -5.86232, 5.20676], [-0.28407, -6.19721, 3.97255], [-0.39867, -5.23762, 2.99731], [0.00537, -3.90474, 3.23972], [0.56114, -3.58797, 4.50006], [0.71509, -4.55594, 5.46138], [-0.10604, -2.93572, 2.18536], [0.21803, -3.28701, 0.87817], [1.05393, -4.32080, 0.38584], [1.40214, -4.03098, -0.92953], [0.74203, -2.84690, -1.23146], [0.66831, -1.75527, -2.21845], [-0.45673, -1.67582, -3.17476], [-0.59292, -0.54699, -3.99849], [-1.62493, -0.46271, -4.91946], [-2.53327, -1.51002, -5.03752], [-3.80049, -1.42227, -6.17224], [-2.39050, -2.65760, -4.24572], [-1.36729, -2.73759, -3.32537], [1.86306, -0.94710, -2.54999], [1.78624, 0.09619, -1.67885], [2.88530, 0.94584, -1.92551], [3.01130, 2.14579, -1.18365], [4.03410, 3.09698, -1.19047], [5.31208, 2.85168, -1.77756], [6.26476, 3.82390, -1.81073], [5.98425, 5.09132, -1.26000], [7.15738, 6.29071, -1.31556], [4.75027, 5.35399, -0.63981], [3.80575, 4.37097, -0.58532], [1.84236, 2.21946, -0.28643], [1.32200, 1.07101, 0.50428], [-0.98552, 1.40915, -0.34678], [0.09046, 2.01506, 0.59920], [0.87604, 3.05903, -0.11990], [-0.58621, 2.00313, 1.93189], [-0.71696, 0.65208, 2.37656], [-1.07503, 0.23161, 3.66614], [-0.96025, -1.14004, 3.70658], [-0.48733, -1.55972, 2.46143], [-0.36426, -0.48061, 1.59867], [-1.08503, 3.15199, 2.56836], [-2.15072, 3.10466, 3.51808], [-2.56334, 4.22912, 4.16994], [-1.92439, 5.45589, 3.91236], [-2.40960, 6.83401, 4.74639], [-0.90872, 5.54885, 2.94786], [-0.51415, 4.42754, 2.27322], [3.56088, 0.39023, -3.02106], [2.93627, -0.80919, -3.39960], [0.02679, -2.39649, -0.15957], [-0.63459, -7.20624, 3.80370], [-0.86919, -5.49214, 2.05594], [0.94262, -2.59401, 4.69168], [1.17700, -4.32489, 6.41140], [1.40499, -5.15839, 0.96883], [2.05462, -4.59986, -1.57251], [0.14037, 0.24991, -3.96181], [-1.70474, 0.39035, -5.58141], [-3.06294, -3.49206, -4.40259], [-1.22389, -3.65509, -2.76319], [5.55940, 1.86718, -2.14318], [7.24264, 3.63701, -2.23273], [4.57189, 6.32999, -0.21065], [2.85195, 4.57660, -0.11927], [1.84518, 0.78612, 1.41177], [-1.91730, 1.28443, 0.19855], [-1.32362, 0.87529, 4.49212], [-1.18409, -1.78357, 4.54022], [-2.69415, 2.18392, 3.67022], [-3.38865, 4.19968, 4.86837], [-0.45274, 6.50950, 2.75263], [0.27029, 4.50438, 1.53604], [4.40412, 0.82539, -3.53138], [3.23656, -1.46773, -4.19917], [-4.91419, -1.69269, -1.97755], [-4.21522, -0.42951, -2.30330], [-4.65023, 0.50944, -3.07604], [-3.71704, 1.49390, -3.00876], [-2.69587, 1.19944, -2.22801], [-1.37919, 2.27457, -1.87149], [-2.98455, -0.04158, -1.75587], [-2.17082, -0.88374, -0.96045], [-5.84488, -1.71986, -2.54078], [-5.15793, -1.74045, -0.91420], [-4.32137, -2.56784, -2.24687], [-3.88012, 2.36265, -3.50528], [-2.61771, -0.99212, -0.04743], [-2.16260, -1.79643, -1.42141]]}

{"formula": "C47H45Li4N9O5", "method": "wB97M-V/def2-TZVPD", "charge": 2, "molar_mass_da": 843.699, "homo_lumo_gap_ev": 7.6850, "e_lumo_ha": -0.195, "symbols": ["Li", "Li", "Li", "Li", "C", "O", "O", "O", "C", "C", "C", "C", "C", "C", "N", "O", "O", "H", "H", "H", "H", "H", "N", "C", "C", "C", "C", "C", "H", "H", "H", "H", "H", "N", "C", "C", "C", "C", "C", "H", "H", "H", "H", "H", "N", "C", "C", "C", "C", "C", "H", "H", "H", "H", "H", "N", "C", "C", "C", "C", "C", "H", "H", "H", "H", "H", "N", "C", "C", "C", "C", "C", "H", "H", "H", "H", "H", "N", "C", "C", "C", "C", "C", "H", "H", "H", "H", "H", "N", "C", "C", "C", "C", "C", "H", "H", "H", "H", "H", "N", "C", "C", "C", "C", "C", "H", "H", "H", "H", "H"], "coordinates": [[-1.32020, 0.11149, 4.36172], [1.57626, 1.83022, 1.75505], [-3.51413, 0.66875, 2.44751], [-1.22987, -0.21418, -0.35612], [-0.84316, 0.96690, 1.70732], [-0.48919, 1.30302, 2.87982], [-0.13444, 1.18864, 0.71995], [-1.86395, 0.40539, 1.49341], [3.21793, 0.57018, -4.80949], [2.76035, 1.74867, -5.29934], [1.68297, 2.36814, -4.67213], [1.00129, 1.67679, -3.63795], [1.45456, 0.39084, -3.24970], [2.60650, -0.13602, -3.79921], [-0.35723, 2.18676, -3.15634], [-0.60050, 3.36450, -3.26619], [-1.02562, 1.41864, -2.51440], [4.02195, 0.14040, -5.38849], [3.11477, 2.27058, -6.17592], [1.32057, 3.29455, -5.09263], [0.87078, -0.23935, -2.59513], [2.89668, -1.16495, -3.64592], [-4.87717, 1.41481, 1.08224], [-6.16813, 1.70353, 1.44232], [-7.05276, 2.41847, 0.70954], [-6.69541, 2.74577, -0.58933], [-5.44249, 2.37816, -1.10613], [-4.49922, 1.76535, -0.21964], [-6.58171, 1.62477, 2.43687], [-8.04365, 2.55222, 1.11779], [-7.43527, 3.34943, -1.09391], [-5.13691, 2.63934, -2.10853], [-3.52947, 1.48241, -0.60165], [3.05040, 2.38785, 0.17025], [2.59530, 2.78491, -1.04014], [3.40282, 3.54015, -1.89304], [4.67215, 3.83902, -1.44656], [5.09790, 3.52135, -0.20234], [4.21345, 2.78509, 0.60227], [1.55676, 2.54150, -1.20925], [3.03069, 3.90828, -2.83770], [5.32361, 4.32119, -2.16036], [6.06356, 3.63385, 0.26805], [4.39736, 2.71518, 1.66420], [0.26522, -1.74935, -0.66635], [1.54235, -1.44649, -0.39558], [2.68644, -2.21514, -0.57837], [2.40060, -3.55797, -0.85592], [1.09246, -4.05843, -0.88620], [0.05722, -3.06513, -0.82346], [1.82304, -0.40484, -0.34490], [3.70684, -1.86252, -0.54932], [3.26848, -4.12574, -1.15729], [0.93290, -4.97557, -1.43374], [-0.94372, -3.43593, -0.98785], [-0.51128, -2.00465, 4.38823], [0.52881, -2.41905, 3.62459], [1.20106, -3.64337, 3.65904], [0.94442, -4.51701, 4.77785], [-0.05531, -4.16066, 5.67382], [-0.75518, -2.93410, 5.43147], [0.78189, -1.73320, 2.82963], [1.99414, -3.76269, 2.93573], [1.41959, -5.46773, 4.96952], [-0.22709, -4.86589, 6.47354], [-1.64184, -2.75985, 6.02298], [1.18084, 3.80236, 2.39121], [1.82525, 4.44953, 3.47979], [1.57067, 5.77337, 3.83372], [0.61588, 6.45725, 3.11648], [-0.11161, 5.84149, 2.13427], [0.17932, 4.54306, 1.79054], [2.56211, 3.87538, 4.02182], [2.10729, 6.26212, 4.63344], [0.45725, 7.52341, 3.18387], [-0.83512, 6.40003, 1.55897], [-0.37973, 4.14588, 0.95620], [-2.82787, -1.49112, -0.62307], [-3.52883, -2.60151, -0.01002], [-4.46127, -3.31069, -0.64858], [-4.82495, -2.84028, -1.93032], [-4.18885, -1.91462, -2.67793], [-3.20832, -1.25949, -1.94582], [-3.25081, -2.86557, 0.99962], [-4.96837, -4.11143, -0.13083], [-5.61698, -3.39440, -2.41201], [-4.32610, -1.65967, -3.71840], [-2.68678, -0.45092, -2.43634], [-0.06974, -4.73548, -4.24738], [-0.94115, -5.43371, -4.87030], [-2.18356, -4.93242, -5.28310], [-2.47763, -3.57246, -5.03872], [-1.50776, -2.75016, -4.39903], [-0.31839, -3.43026, -4.06994], [-0.59802, -6.36205, -5.30255], [-2.95222, -5.55198, -5.72095], [-3.43979, -3.08685, -5.10819], [-1.73480, -1.70267, -4.26633], [0.50884, -3.01605, -3.51269], [2.47048, 0.43927, 2.82278], [2.41052, 0.81468, 4.14798], [3.04465, 0.08887, 5.19888], [3.87709, -1.02031, 4.79669], [4.07073, -1.29948, 3.40946], [3.38549, -0.48212, 2.50789], [1.75097, 1.64788, 4.34079], [2.98170, 0.54173, 6.17733], [4.53964, -1.55763, 5.45904], [4.81733, -2.02321, 3.11754], [3.48300, -0.78654, 1.47628]]}